Entry 1:
{
  "formula": "C26H56BIN4O8",
  "method": "the ωB97M-V functional and the def2-TZVPD basis",
  "symbols": ["I", "O", "O", "O", "O", "O", "O", "O", "O", "N", "N", "N", "N", "C", "C", "C", "C", "C", "C", "C", "C", "C", "C", "C", "C", "C", "C", "C", "C", "C", "C", "C", "C", "C", "C", "C", "C", "C", "C", "B", "H", "H", "H", "H", "H", "H", "H", "H", "H", "H", "H", "H", "H", "H", "H", "H", "H", "H", "H", "H", "H", "H", "H", "H", "H", "H", "H", "H", "H", "H", "H", "H", "H", "H", "H", "H", "H", "H", "H", "H", "H", "H", "H", "H", "H", "H", "H", "H", "H", "H", "H", "H", "H", "H", "H", "H"],
  "positions_angstrom": [[1.645, -0.348, 1.130], [1.791, -1.654, -1.685], [6.582, 2.328, -0.695], [4.065, -1.327, -1.595], [-6.789, -0.744, 2.441], [-10.698, -3.167, 2.140], [5.110, -1.914, 0.485], [3.664, -3.478, -0.601], [9.140, 5.167, -3.264], [-2.772, -0.475, 0.830], [8.179, 5.094, -0.407], [0.346, -3.595, -3.361], [-8.033, -3.499, 3.514], [-2.485, 1.737, 1.032], [-2.143, 0.616, 0.300], [-2.676, -1.838, 0.330], [-9.296, -3.119, 4.134], [-3.523, -0.070, 1.897], [-10.342, -3.992, 1.051], [9.522, 4.796, -0.886], [-7.992, -0.790, 1.698], [-2.706, -2.921, -2.006], [7.650, 4.165, 0.590], [2.625, 0.390, -0.638], [-3.375, 1.298, 2.045], [-10.483, -3.738, 3.424], [6.932, 2.565, -2.045], [2.821, -0.708, -1.694], [3.904, 1.157, -0.310], [0.670, -1.317, -2.474], [-6.870, -2.723, 3.939], [8.113, 6.043, -3.682], [9.871, 5.597, -2.124], [-6.877, -1.206, 3.775], [-0.227, -2.549, -2.494], [7.565, 2.677, 0.260], [3.560, 2.518, 0.302], [-3.420, -1.987, -1.019], [-1.671, -2.219, -2.906], [4.246, -2.247, -0.568], [6.638, 4.503, 0.828], [-6.679, -2.950, 4.994], [4.488, 1.258, -1.215], [-2.131, 2.735, 0.856], [4.502, 0.611, 0.410], [-10.381, -4.825, 3.357], [-5.977, -0.830, 4.269], [-4.134, -0.721, 2.492], [-2.234, -3.724, -1.441], [3.837, -3.912, 0.239], [8.536, 2.253, -0.022], [-6.014, -3.106, 3.376], [8.243, 4.277, 1.504], [9.651, 3.737, -1.143], [0.935, -3.164, -4.062], [-3.127, -2.473, 1.083], [9.736, 6.669, -1.953], [-8.129, -1.762, 1.215], [0.971, -4.155, -2.795], [7.544, 5.119, -1.193], [7.266, 2.166, 1.179], [-0.202, -2.906, -1.468], [8.464, 7.078, -3.721], [-1.626, -2.080, 0.184], [-7.914, -0.042, 0.909], [10.242, 5.038, -0.098], [4.580, -1.839, 1.286], [-10.784, -3.558, 0.155], [-9.453, -2.033, 4.133], [-1.483, 0.516, -0.543], [-11.378, -3.524, 4.014], [4.391, 2.842, 0.925], [3.438, 3.285, -0.459], [-3.470, -3.403, -2.610], [-9.257, -4.041, 0.902], [-3.847, 1.928, 2.776], [1.935, 1.113, -1.067], [-8.120, -3.425, 2.510], [2.786, -0.201, -2.664], [0.965, -1.032, -3.491], [6.342, 1.885, -2.661], [-7.724, -0.732, 4.286], [2.690, 2.472, 0.949], [-8.863, -0.555, 2.316], [7.814, 5.739, -4.683], [-4.391, -2.427, -0.800], [-9.296, -3.456, 5.175], [-1.803, -2.631, -3.902], [0.136, -0.462, -2.042], [10.927, 5.428, -2.349], [-10.729, -5.007, 1.176], [-1.857, -1.148, -2.934], [7.990, 2.370, -2.233], [6.681, 3.584, -2.352], [-3.580, -0.997, -1.430], [7.231, 5.991, -3.034]],
  "forces_ev_per_a": [[0.14, -0.05, -0.01], [0.34, -0.02, -0.27], [0.19, 0.16, -0.08], [-0.29, -0.54, 0.37], [-0.06, -0.10, 0.02], [0.10, -0.11, -0.07], [-0.47, 0.06, -0.20], [-0.18, 0.17, -0.04], [-0.12, 0.10, 0.04], [-0.03, 0.06, 0.48], [-0.03, -0.17, -0.11], [-0.10, -0.15, 0.58], [-0.03, 0.17, -0.09], [-0.07, -0.78, -0.22], [0.02, 0.39, 0.15], [-0.24, 0.79, -0.70], [0.12, 0.01, -0.15], [0.02, 0.95, 0.20], [-0.05, 0.10, 0.00], [-0.19, -0.01, -0.03], [0.17, 0.09, -0.12], [-0.37, 0.49, 0.08], [-0.04, 0.21, -0.02], [0.33, 0.15, -0.37], [0.20, -0.33, -0.28], [-0.15, 0.07, 0.19], [-0.21, -0.09, 0.04], [-0.29, 0.19, -0.28], [-0.88, 0.13, 0.70], [-0.39, -0.01, 0.30], [-0.02, -0.20, -0.05], [0.04, -0.10, -0.05], [0.24, -0.07, 0.02], [0.10, 0.10, 0.12], [0.31, 0.56, -0.50], [0.01, -0.12, 0.17], [0.74, 0.02, -0.04], [0.10, -0.73, 0.51], [0.10, -0.86, 0.23], [0.51, 0.21, 0.17], [0.01, -0.01, 0.07], [-0.01, 0.06, 0.02], [0.14, 0.04, -0.15], [0.03, 0.14, -0.03], [0.19, -0.30, -0.17], [0.09, 0.00, -0.05], [0.00, 0.01, -0.01], [-0.03, -0.36, -0.17], [0.11, -0.15, -0.02], [0.07, -0.31, -0.07], [0.02, 0.08, -0.10], [0.04, -0.01, 0.06], [0.03, -0.06, 0.00], [0.11, 0.00, 0.01], [-0.04, 0.00, -0.16], [0.19, -0.26, 0.10], [-0.10, -0.01, 0.02], [-0.14, -0.02, 0.06], [0.11, -0.09, -0.10], [0.01, 0.01, -0.03], [-0.02, 0.00, -0.01], [-0.13, -0.19, 0.13], [-0.02, 0.02, 0.02], [0.15, -0.10, 0.24], [0.03, 0.03, 0.03], [0.00, -0.02, 0.02], [0.26, -0.01, 0.25], [-0.01, 0.02, 0.02], [-0.07, 0.01, 0.08], [0.07, -0.06, -0.10], [-0.01, -0.02, 0.00], [0.08, 0.13, 0.03], [-0.27, 0.06, -0.08], [-0.02, -0.01, -0.20], [0.01, -0.09, 0.01], [-0.11, -0.07, 0.17], [-0.39, -0.07, 0.13], [-0.03, 0.00, -0.01], [0.31, 0.11, -0.11], [0.11, -0.01, -0.10], [0.02, -0.04, 0.04], [-0.09, -0.07, -0.06], [-0.22, -0.01, -0.05], [-0.03, -0.08, 0.02], [0.02, -0.02, 0.00], [-0.23, 0.21, -0.02], [0.01, 0.02, 0.02], [0.08, 0.26, -0.27], [-0.01, 0.06, 0.12], [0.00, 0.02, -0.01], [0.03, -0.03, 0.00], [-0.03, 0.15, -0.01], [0.04, 0.07, 0.00], [0.14, 0.03, -0.05], [-0.04, 0.10, -0.21], [0.00, 0.09, 0.02]],
  "largest_force_ha_per_bohr": 0.02198,
  "e_lumo_ev": 0.4,
  "total_charge": 0,
  "smiles": "CC[C@H](I)[C@H](OC[C@H](N)CCCCn1cccc1)OB(O)O.COCCNCCOC.COCCNCCOC",
  "e_tot_ha": -2167.75860
}

Entry 2:
{
  "formula": "C26H56ClN6O10",
  "method": "the ωB97M-V functional and the def2-TZVPD basis",
  "symbols": ["Cl", "O", "O", "O", "O", "O", "O", "O", "O", "O", "O", "N", "N", "N", "N", "N", "N", "C", "C", "C", "C", "C", "C", "C", "C", "C", "C", "C", "C", "C", "C", "C", "C", "C", "C", "C", "C", "C", "C", "C", "C", "C", "C", "H", "H", "H", "H", "H", "H", "H", "H", "H", "H", "H", "H", "H", "H", "H", "H", "H", "H", "H", "H", "H", "H", "H", "H", "H", "H", "H", "H", "H", "H", "H", "H", "H", "H", "H", "H", "H", "H", "H", "H", "H", "H", "H", "H", "H", "H", "H", "H", "H", "H", "H", "H", "H", "H", "H", "H"],
  "positions_angstrom": [[0.428, 1.019, 1.253], [-0.976, 1.026, 1.707], [0.445, 1.490, -0.090], [-1.846, 4.955, 0.182], [2.969, -3.227, 3.481], [3.250, 3.745, -1.357], [1.101, -0.307, 1.340], [-4.093, -1.810, -0.175], [4.418, -2.222, -1.695], [1.203, 1.906, 2.012], [0.210, 1.277, 5.955], [-1.319, 3.073, 1.028], [-3.768, -0.481, -0.663], [2.914, -2.033, -1.927], [1.562, 2.345, -1.327], [2.623, -1.519, 2.039], [0.147, 1.055, 3.798], [0.964, 3.140, 4.685], [-6.119, 0.271, -0.051], [0.566, -1.544, -1.175], [2.512, -0.181, -0.370], [0.183, -2.837, -1.847], [-4.434, 1.844, -1.032], [-4.159, 1.195, 1.325], [0.951, -3.065, -3.040], [2.104, -1.608, -0.728], [2.563, 2.945, -0.797], [2.409, -3.127, -2.860], [0.248, 4.002, -0.577], [0.396, 1.740, 4.882], [-2.178, 0.953, -1.700], [-1.682, -1.383, -1.744], [-1.443, -0.333, 0.428], [0.754, -2.984, 2.526], [2.228, -2.392, 0.597], [2.636, -4.585, -2.378], [-1.050, 4.057, 0.217], [-2.310, -0.295, -0.850], [3.112, 2.307, 0.473], [-4.593, 0.631, -0.059], [-2.964, 2.179, -1.253], [2.202, -2.534, 2.785], [2.909, -2.848, -4.227], [3.988, -2.990, -4.295], [2.101, -3.454, 0.389], [-0.886, 2.186, 0.813], [3.040, 3.061, 1.256], [-0.528, 0.228, 0.240], [-0.865, -2.814, -2.144], [0.985, 1.766, -0.734], [0.585, -2.311, -3.736], [2.017, -0.881, 1.543], [2.092, -5.021, -1.540], [0.861, 3.152, -0.276], [-0.462, 0.251, 3.843], [1.841, 3.200, 5.329], [3.566, -0.183, -0.092], [-2.417, 0.840, -2.758], [0.626, -3.006, 1.444], [1.228, 2.546, -2.259], [0.298, 3.975, 4.904], [4.150, 1.981, 0.407], [2.681, -5.318, -3.183], [1.156, 3.291, 3.623], [2.760, -1.901, -4.745], [-1.887, -2.388, -1.375], [-3.281, 1.840, 1.307], [-1.332, -1.376, 0.724], [-1.964, 3.204, 1.794], [-4.907, 1.824, -2.014], [-1.947, 0.170, 1.253], [-6.391, -0.507, 0.663], [2.027, 0.189, 0.533], [-2.496, 2.594, -0.360], [-3.949, 0.445, 2.087], [0.835, 4.919, -0.526], [0.125, -2.228, 2.995], [0.305, 1.284, 2.827], [0.625, -4.009, -3.477], [-4.920, 2.728, -0.618], [-2.921, 2.990, -1.980], [-0.121, -1.463, -0.332], [3.596, -1.316, 2.219], [-1.124, 1.086, -1.946], [-4.925, 1.835, 1.762], [-0.616, -1.265, -1.943], [0.228, -3.722, -1.213], [-1.978, -1.422, -2.792], [0.330, -3.840, 3.052], [1.402, -2.225, 1.288], [2.358, -3.454, -4.947], [-6.612, 1.214, 0.184], [0.431, -0.692, -1.841], [-0.010, 3.968, -1.635], [2.466, 1.441, 0.613], [3.184, -2.195, 1.082], [-6.525, 0.045, -1.037], [3.612, -4.550, -1.893], [2.487, 0.437, -1.268]],
  "forces_ev_per_a": [[-0.06, -1.52, 3.67], [7.07, 3.30, 6.55], [-12.73, -7.75, 12.74], [-1.24, 2.78, -0.76], [-0.28, 0.69, -0.34], [1.54, 3.28, -1.36], [-12.44, 5.20, 2.80], [0.97, 4.96, -1.67], [-6.19, 0.99, -0.72], [1.78, 2.01, -1.86], [-0.67, -0.95, 3.80], [1.34, -0.43, 0.61], [-0.91, -4.59, 3.25], [4.58, -2.22, 1.32], [5.76, 0.25, -10.34], [4.29, 4.43, 14.44], [-1.92, -2.75, -0.23], [0.11, -0.08, -0.60], [0.82, 0.42, 0.04], [4.88, -1.93, 1.78], [3.13, -0.96, -2.73], [-0.15, -2.10, 0.55], [0.55, 0.39, 0.10], [0.20, -0.48, 0.48], [-1.46, 0.13, -1.29], [-1.08, 0.66, 0.07], [4.46, -2.05, -0.35], [-0.44, 0.52, 0.75], [-2.42, 1.86, 1.75], [0.70, 2.20, -0.94], [0.27, 1.23, -1.06], [-4.23, 0.96, -0.85], [-5.29, -3.32, -3.24], [-1.56, 0.05, 2.41], [0.06, -4.72, -10.71], [2.49, 0.33, 0.82], [0.91, 2.40, -0.63], [0.31, -0.83, -2.33], [-0.74, 0.71, 0.18], [-0.97, 0.73, -1.32], [0.54, 0.32, 0.36], [0.30, -1.97, 3.81], [1.91, -0.44, -1.88], [0.06, -0.42, -0.20], [0.17, -0.91, -0.37], [-2.37, 3.30, 0.10], [0.03, -0.28, 0.26], [-3.50, -4.12, -2.84], [1.86, -1.42, -0.41], [7.99, 2.49, -9.33], [0.52, 0.42, -0.49], [3.79, -0.79, 1.88], [-1.04, 0.64, -0.29], [-2.44, 3.59, 0.72], [0.19, -0.09, 1.01], [0.09, 0.26, -0.29], [0.41, -0.31, -0.21], [-1.07, -1.06, -0.06], [-2.24, -1.47, 1.40], [0.71, 0.68, 0.06], [-0.36, -0.41, 0.57], [-0.11, 0.28, -0.59], [-0.12, 0.26, -0.17], [0.65, 0.08, 0.28], [-0.34, 0.78, 1.21], [-0.79, 0.96, 0.84], [-0.14, -0.30, -0.45], [0.15, -0.07, 0.05], [0.04, -0.13, -0.39], [-0.23, -1.12, -0.09], [-2.09, -3.02, -2.33], [0.10, 0.08, -0.07], [3.22, -0.49, -4.51], [-0.90, -0.36, -0.52], [-0.15, -0.37, -0.17], [-0.31, 0.21, 0.51], [-0.27, 0.59, -0.48], [-0.70, 1.07, 6.43], [0.12, -0.11, -0.23], [0.02, -0.01, 0.57], [0.21, -0.08, -0.24], [1.55, 0.08, -0.29], [0.31, 0.60, 0.66], [0.53, 0.71, 0.96], [-0.39, -0.09, -0.34], [-4.35, 1.19, -0.17], [0.36, 0.17, 0.73], [-1.30, 0.32, -0.29], [1.09, -0.59, -0.05], [0.43, 0.58, -5.26], [0.39, -0.85, 0.10], [-0.11, -0.04, 0.47], [1.63, 0.46, 0.24], [-0.08, -0.38, 0.03], [2.27, 1.83, 0.55], [1.48, -3.23, -5.33], [0.46, -0.44, -0.10], [0.56, -0.28, -0.40], [-0.15, -0.11, 0.32]],
  "s_squared": 2.012,
  "largest_force_ha_per_bohr": 0.38121,
  "relative_energy_kj_mol": 4146.2,
  "e_lumo_ev": [2.3, 1.5],
  "total_charge": -1,
  "spin_multiplicity": 3,
  "e_tot_ha": -2563.57999
}